{"formula": "C2H5N5O6S", "method": "ωB97M-V with the def2-TZVPD basis set", "species": ["C", "C", "N", "N", "N", "N", "N", "O", "O", "O", "O", "O", "O", "S", "H", "H", "H", "H", "H"], "positions_angstrom": [[-0.213, 0.713, -1.540], [-0.546, 0.118, 0.722], [-3.536, -2.242, -0.560], [0.272, 0.708, -0.261], [0.601, 0.984, -2.508], [1.911, 1.269, -2.633], [1.243, 1.604, 0.264], [-0.169, 0.475, 1.929], [2.649, 0.659, -1.813], [-1.416, 0.346, -1.763], [-1.322, -0.721, 0.406], [2.252, 1.957, -3.521], [-4.485, -0.077, 0.304], [-3.729, -1.230, 0.620], [-2.794, -2.784, -0.147], [1.029, 2.612, -0.052], [2.208, 1.473, -0.282], [0.735, 0.941, 1.778], [-1.485, -0.075, -2.680]], "atomic_forces_ev_per_a": [[4.968, 0.325, -0.554], [1.883, -0.040, 0.689], [-0.708, 2.241, 1.557], [-0.948, 1.037, 0.965], [-2.811, 0.835, -2.712], [-0.301, -2.654, 3.452], [2.165, 2.023, -2.798], [0.736, 0.080, 0.300], [0.473, 0.766, -1.024], [-1.396, -1.049, -1.937], [-0.619, -0.646, 0.770], [0.688, 1.079, -1.135], [-1.250, 1.550, -0.515], [0.665, -3.004, -1.184], [0.457, -1.062, 0.101], [-0.194, -1.835, 0.870], [-2.431, -0.539, 1.424], [-1.465, -0.153, 0.280], [0.090, 1.046, 1.451]], "e_above_lowest_kj_mol": 342.9, "e_homo_ev": -10.1, "gap_ev": 9.306}


{"formula": "C5H8N2O4S", "method": "ωB97M-V with the def2-TZVPD basis set", "species": ["O", "C", "N", "C", "S", "O", "O", "O", "C", "C", "N", "C", "H", "H", "H", "H", "H", "H", "H", "H"], "positions_angstrom": [[-0.981, 1.483, -2.765], [-0.559, 1.025, -1.715], [0.302, 1.465, -0.733], [0.317, 0.369, 0.260], [-0.225, 1.090, 1.845], [-0.740, 2.429, 1.855], [0.905, 0.710, 2.752], [-1.540, 0.250, 2.143], [1.277, -0.683, 0.313], [0.924, -1.574, -0.927], [-0.472, -1.525, -1.217], [-0.960, -0.263, -0.903], [0.726, 2.365, -0.904], [-2.092, 0.885, 2.455], [0.931, -1.116, 1.287], [2.319, -0.426, 0.401], [1.457, -1.147, -1.841], [1.216, -2.665, -1.037], [-0.815, -2.352, -0.751], [-1.989, -0.319, -0.517]], "atomic_forces_ev_per_a": [[1.159, -0.601, 1.827], [-1.031, -0.687, 0.101], [-0.125, 0.111, -1.919], [-4.038, 3.764, -2.475], [3.293, -1.309, 1.971], [0.672, 0.088, -0.627], [-3.089, 1.003, -1.740], [2.862, -3.593, -1.217], [-0.248, -2.328, 0.969], [2.505, -0.511, -2.782], [0.319, -0.530, -0.038], [0.353, -0.029, 2.080], [0.710, -0.004, 0.905], [-3.279, 2.919, 1.680], [0.907, -0.603, -0.752], [0.291, 0.101, -0.090], [-0.319, -0.091, 1.191], [0.074, 1.265, 1.038], [-1.354, 0.557, 0.110], [0.337, 0.478, -0.231]], "e_above_lowest_kj_mol": 66.8, "e_homo_ev": -9.6, "smiles": "O=C1N[C@]2(S(=O)(=O)O)CCN[C@H]12", "gap_ev": 9.977}


{"formula": "CH15O7Pd", "method": "ωB97M-V with the def2-TZVPD basis set", "species": ["Pd", "C", "O", "H", "H", "H", "O", "H", "H", "O", "H", "H", "O", "H", "H", "O", "H", "H", "O", "H", "H", "O", "H", "H"], "positions_angstrom": [[-0.492, -0.895, 1.066], [-1.231, 0.272, -0.896], [-0.092, -0.102, -0.251], [-1.577, -0.367, -1.686], [-1.067, 1.228, -1.360], [-2.002, 0.338, -0.221], [0.843, 2.438, -1.988], [1.391, 1.977, -2.649], [0.218, 1.748, -1.710], [-1.081, 0.119, 2.302], [-0.784, 1.089, 2.301], [-0.974, -0.165, 3.234], [0.869, -0.574, -2.965], [0.322, -0.109, -2.346], [1.413, 0.084, -3.381], [0.890, -1.602, 1.986], [1.749, -1.194, 1.822], [1.237, -2.473, 2.278], [-1.538, -2.181, 0.846], [-1.804, -2.693, 1.609], [-1.181, -2.861, 0.277], [1.591, 1.906, 0.970], [2.054, 1.395, 0.327], [1.249, 2.623, 0.435]], "atomic_forces_ev_per_a": [[3.727, -1.056, 1.565], [0.276, 1.641, -2.762], [4.656, 8.344, -15.196], [0.116, -0.892, -0.512], [-0.804, 0.720, -0.259], [-2.199, 0.669, 1.436], [0.225, -0.631, -0.208], [-0.179, 0.628, 0.361], [0.613, 0.672, -0.166], [-4.724, 10.546, 11.457], [-0.606, -1.376, 0.211], [-0.123, 0.521, -0.111], [0.088, -0.804, -0.247], [-0.104, 0.118, 0.311], [0.357, 0.213, -0.450], [9.881, -5.645, 6.200], [0.353, 0.597, 0.142], [-0.220, -0.144, 0.255], [-10.227, -12.772, -1.829], [-0.941, -0.571, 0.513], [-0.101, -0.841, -0.843], [-0.565, 0.306, 1.058], [0.584, -0.648, -0.764], [-0.083, 0.406, -0.162]], "total_charge": 1, "multiplicity": 3, "e_above_lowest_kj_mol": 1074.2, "e_homo_ev": [-11.5, -11.2], "gap_ev": [7.552, 7.206]}